Record 1
Entry from the OMol25 dataset: a 16-piece molecular cluster, C37H113N25O16 overall (wB97M-V/def2-TZVPD).

Geometry as XYZ:
```
191
C37H113N25O16 | the OMol25 dataset | wB97M-V/def2-TZVPD
C -23.0976 -9.3633 8.7651
C -22.7692 -10.7013 9.3377
C -21.6332 -11.4393 8.4513
O -22.1771 -11.8057 7.1589
C -21.2653 -12.6945 6.4064
N -22.3139 -10.4842 10.6618
H -23.2918 -9.3848 7.6927
H -22.2593 -8.6679 8.8071
H -23.9890 -8.9054 9.1939
H -23.6616 -11.3249 9.3910
H -21.3607 -12.3449 8.9933
H -20.7676 -10.7826 8.3640
H -20.2121 -12.4436 6.5330
H -21.5342 -12.5721 5.3573
H -21.3232 -13.7704 6.5712
H -22.4927 -11.2134 11.3374
H -22.9775 -9.8043 11.0046
C -15.2342 -15.6115 0.9272
C -15.9597 -14.2282 1.3311
C -16.6396 -14.1098 2.7285
O -17.4270 -12.8791 2.7526
C -17.8563 -12.5096 4.0555
N -14.8322 -13.2944 1.3020
H -15.9237 -16.4541 0.9793
H -14.4101 -15.9376 1.5618
H -14.8557 -15.6881 -0.0921
H -16.6628 -14.0769 0.5121
H -15.8463 -14.2286 3.4666
H -17.2877 -14.9782 2.8460
H -18.3468 -11.5467 3.9127
H -17.0185 -12.3761 4.7398
H -18.5296 -13.1396 4.6368
H -14.2403 -13.5332 2.0848
H -15.1424 -12.3835 1.6089
C -21.3794 -15.3084 11.4465
C -21.5089 -15.6586 12.8759
C -20.3502 -16.4029 13.5297
O -19.0378 -15.8297 13.3332
C -17.9076 -16.7091 13.5613
N -21.8412 -14.4510 13.7150
H -21.5191 -16.1575 10.7774
H -20.3272 -15.1261 11.2278
H -22.0180 -14.4893 11.1158
H -22.3736 -16.3148 12.9749
H -20.2967 -17.3961 13.0838
H -20.6027 -16.5595 14.5784
H -17.7040 -17.6057 12.9759
H -17.8232 -16.9835 14.6128
H -16.9936 -16.1355 13.4071
H -21.7975 -14.8070 14.6592
H -21.0508 -13.8223 13.7264
C -19.3264 -16.8810 3.1313
C -20.2182 -18.0673 3.2284
C -21.0076 -17.9182 4.6599
O -20.1765 -18.2274 5.7589
C -20.6955 -17.6522 6.9462
N -21.2660 -18.1361 2.1778
H -18.6910 -16.8156 4.0145
H -19.8131 -15.9056 3.1367
H -18.6997 -16.7570 2.2482
H -19.5672 -18.9416 3.2283
H -21.8484 -18.6092 4.7202
H -21.3399 -16.8835 4.7435
H -20.3150 -18.2367 7.7838
H -21.7789 -17.5348 6.9258
H -20.3280 -16.6472 7.1536
H -20.7591 -18.2420 1.3107
H -21.9216 -18.8297 2.5083
C -15.5137 -9.4110 16.0947
C -15.0081 -10.0540 14.8229
C -14.0373 -11.2052 15.0534
O -12.9000 -10.9317 15.8377
C -12.1497 -12.0493 16.0898
N -16.0846 -10.3631 13.8891
H -14.7244 -9.0191 16.7362
H -16.1838 -9.9977 16.7232
H -15.9030 -8.4917 15.6572
H -14.4535 -9.3093 14.2520
H -13.9570 -11.8626 14.1877
H -14.6452 -11.8354 15.7025
H -11.5776 -12.3477 15.2113
H -12.6261 -12.9867 16.3768
H -11.5780 -11.8920 17.0044
H -16.7042 -11.0245 14.3350
H -15.7760 -11.0273 13.1936
C -17.3363 -16.6613 8.3013
C -16.5573 -16.1474 7.0463
C -15.6089 -17.0627 6.1800
O -15.2450 -16.3899 4.9424
C -13.9299 -16.6324 4.5781
N -17.5080 -15.5889 6.1730
H -18.0541 -15.9584 8.7240
H -16.5714 -16.8175 9.0619
H -17.6895 -17.6813 8.1493
H -15.9901 -15.2977 7.4263
H -16.0058 -17.9741 5.7328
H -14.7794 -17.5665 6.6762
H -13.8238 -17.6756 4.2804
H -13.1499 -16.4068 5.3053
H -13.6515 -16.0774 3.6822
H -17.7618 -16.3371 5.5437
H -16.9735 -15.1135 5.4600
C -14.6893 -16.1088 11.8503
C -14.6615 -14.6700 12.2127
C -15.6383 -13.7305 11.3719
O -15.3570 -12.3395 11.6045
C -14.1660 -11.8370 10.9166
N -14.8809 -14.5562 13.6606
H -14.0810 -16.3733 10.9853
H -15.7198 -16.3601 11.5995
H -14.4105 -16.7452 12.6901
H -13.6047 -14.4090 12.1557
H -16.6888 -13.8041 11.6531
H -15.6171 -13.9122 10.2973
H -13.9960 -10.8592 11.3674
H -14.2802 -11.5338 9.8759
H -13.3058 -12.4439 11.1987
H -15.8136 -14.8630 13.8972
H -14.9400 -13.5620 13.8286
C -15.3125 -8.9797 6.9690
O -16.1132 -8.8776 6.1011
N -15.5049 -8.3917 8.1524
N -14.2367 -9.6025 6.9075
H -14.9515 -8.7562 8.9146
H -16.4137 -8.0092 8.3710
H -14.0380 -10.0875 6.0441
H -13.6043 -9.5590 7.6938
C -19.6129 -8.2113 6.1111
O -20.6824 -7.7000 6.0671
N -18.6660 -8.0834 5.2012
N -19.3106 -9.0903 7.0521
H -17.7971 -8.5743 5.3567
H -18.7582 -7.4118 4.4525
H -18.3978 -9.5137 6.9643
H -19.8633 -9.1018 7.8973
C -17.0737 -12.3604 8.1247
O -15.9674 -12.3512 7.7124
N -17.5254 -11.7161 9.1312
N -17.9295 -13.1895 7.7538
H -16.9844 -10.8683 9.2238
H -18.3912 -11.8456 9.6349
H -18.7848 -13.3160 8.2760
H -17.6263 -13.9415 7.1516
C -12.7343 -13.4369 7.3197
O -11.5464 -13.6427 7.2696
N -13.2151 -12.6098 6.5106
N -13.5849 -13.9360 8.1587
H -12.6597 -12.1565 5.7992
H -14.1997 -12.3874 6.5430
H -13.1372 -14.2337 9.0137
H -14.5282 -13.5996 8.0279
C -13.0809 -10.3202 3.3032
O -12.8003 -10.5007 4.4825
N -12.4707 -10.8934 2.3558
N -14.0500 -9.5377 2.9679
H -12.7400 -10.5906 1.4306
H -11.7577 -11.5278 2.6863
H -14.3754 -9.5091 2.0121
H -14.5750 -9.1668 3.7469
C -11.5778 -9.3674 9.9092
O -12.4170 -9.1879 9.0092
N -11.3648 -8.5628 10.9069
N -10.7252 -10.3175 10.0038
H -11.7742 -7.6409 10.8572
H -10.7522 -8.8837 11.6430
H -10.6816 -10.9564 9.2227
H -10.2540 -10.4678 10.8844
C -19.0005 -7.4480 10.3979
O -17.9415 -7.8480 9.9459
N -19.2050 -7.1622 11.6508
N -20.0955 -7.2463 9.7464
H -18.4472 -7.3381 12.2949
H -20.1029 -6.9466 12.0600
H -20.8153 -6.9640 10.3962
H -20.2457 -7.5658 8.8000
C -13.0886 -5.6982 10.7606
O -13.1314 -6.0236 11.9605
N -13.9515 -6.2287 9.9158
N -12.2788 -4.8899 10.1424
H -13.7915 -6.0845 8.9291
H -14.6532 -6.8563 10.2816
H -11.5414 -4.5182 10.7240
H -12.2144 -5.0033 9.1408
C -19.3913 -12.2235 11.9710
O -19.8960 -12.5989 10.9314
N -19.3057 -10.9292 12.1985
N -19.0683 -12.9998 12.8597
H -19.6726 -10.2410 11.5567
H -18.9697 -10.4464 13.0196
H -19.1376 -13.9739 12.6023
H -18.7252 -12.6062 13.7242
```

Properties
**Maximum force**: 8.26 eV/A
**LUMO level**: 0.2 eV
**Net charge**: 0
**Highest occupied orbital energy**: -0.32378 hartree
**ΔE to the lowest compared entry with this formula, charge and spin**: 775.8 kJ/mol
**Gap between HOMO and LUMO**: 0.3324 Eh


Record 2
Entry from the OMol25 dataset: C37H19N10O4Ru as an isolated structure (wB97M-V/def2-TZVPD).

Geometry as XYZ:
```
71
C37H19N10O4Ru | the OMol25 dataset | wB97M-V/def2-TZVPD
Ru -0.0781 0.6093 -0.1867
C -1.7042 -1.8008 -6.0879
C -0.5568 -2.5752 -5.9332
C 0.2475 -2.4547 -4.8050
C -0.1418 -1.5459 -3.8402
C 0.4590 -1.1580 -2.5558
N 1.6115 -1.5939 -2.1111
C 2.1501 -1.2427 -0.9424
C 3.5189 -1.5501 -0.5276
C 4.5541 -2.2115 -1.1614
C 5.7526 -2.3421 -0.4701
C 5.9020 -1.8326 0.8188
C 4.8591 -1.1735 1.4582
C 3.6711 -1.0361 0.7647
C 2.3906 -0.4315 1.1113
N 2.0632 0.1384 2.2886
C 1.5970 1.3639 2.1988
N 0.5295 1.7052 1.3705
C 0.1376 2.9592 1.6303
N -0.9050 3.6050 1.0859
C -1.6231 3.1554 0.0929
N -1.4367 1.9930 -0.6150
C -2.2771 1.9419 -1.6749
N -2.3134 1.0314 -2.6387
C -1.3812 0.0915 -2.8051
N -0.3647 -0.2126 -1.9786
C -1.2916 -0.7702 -3.9954
C -2.0866 -0.8782 -5.1194
C -3.1572 3.1236 -1.6289
C -4.1898 3.5380 -2.4454
C -4.8163 4.7393 -2.1267
C -4.4042 5.4957 -1.0322
C -3.3556 5.0774 -0.2192
C -2.7452 3.8793 -0.5315
C 0.9801 3.5097 2.7020
C 0.9893 4.7399 3.3292
C 1.9112 4.9412 4.3504
C 2.7952 3.9317 4.7266
C 2.7895 2.6961 4.0903
C 1.8735 2.4980 3.0752
N 1.5298 -0.5817 0.0680
H -2.3056 -1.9190 -6.9796
H -0.2878 -3.2815 -6.7075
H 1.1437 -3.0471 -4.6797
H 4.4284 -2.6129 -2.1580
H 6.5855 -2.8513 -0.9369
H 6.8477 -1.9566 1.3298
H 4.9647 -0.7821 2.4608
H -2.9704 -0.2656 -5.2362
H -4.4936 2.9465 -3.2986
H -5.6344 5.0957 -2.7384
H -4.9102 6.4268 -0.8135
H -3.0260 5.6620 0.6292
H 0.2942 5.5139 3.0316
H 1.9453 5.8924 4.8648
H 3.4965 4.1167 5.5296
H 3.4741 1.9094 4.3784
O -1.4226 -4.6034 2.6293
C -2.4594 -4.0762 1.9936
O -3.5276 -4.6318 1.9256
C -2.2425 -2.7614 1.3351
C -3.1047 -2.2082 0.4137
N -2.5563 -1.0584 0.0056
N -1.3765 -0.8196 0.6216
C -1.1940 -1.8381 1.4581
C 0.0514 -1.8811 2.2988
O 0.6829 -2.9456 2.4155
O 0.2990 -0.7449 2.7492
H -0.5852 -4.0767 2.5050
H -4.0466 -2.5706 0.0393
H -2.8799 -0.4226 -0.7060
```

Properties
**Spin multiplicity**: 2
**Maximum force**: 4.02 eV/A
**LUMO level (spin up / spin down)**: -1.7 / -2.9 eV
**Net charge**: 0
**Highest occupied orbital energy (spin up / spin down)**: -0.27036 / -0.29901 hartree
**⟨S²⟩**: 0.90
**Gap between HOMO and LUMO (spin up / spin down)**: 0.2078 / 0.1937 Eh


Record 3
Entry from the OMol25 dataset: C37H22Cl5N9O3Tl as an isolated structure (wB97M-V/def2-TZVPD).

Geometry as XYZ:
```
77
C37H22Cl5N9O3Tl | the OMol25 dataset | wB97M-V/def2-TZVPD
Tl 0.0557 -0.0865 0.1699
O 2.3338 3.5895 -1.5157
C 3.4556 2.9942 -1.9752
C 4.3421 3.7860 -2.7032
C 5.5081 3.2414 -3.1967
C 5.8209 1.8981 -2.9796
C 4.9461 1.1111 -2.2670
C 3.7525 1.6386 -1.7540
C 2.8210 0.7761 -1.0173
O 1.7699 1.2996 -0.4989
N 3.1153 -0.5187 -0.9024
N 2.1328 -1.1502 -0.2480
C 2.3152 -2.3599 0.1271
C 1.2561 -3.0400 0.8793
C 1.3773 -4.3626 1.2844
C 0.3408 -4.9369 2.0015
C -0.7806 -4.1769 2.3033
C -0.8271 -2.8675 1.8585
N 0.1646 -2.3206 1.1552
H 1.8279 2.9060 -1.0354
H 4.0896 4.8256 -2.8630
H 6.1882 3.8677 -3.7601
H 6.7423 1.4827 -3.3631
H 5.1640 0.0690 -2.0813
H 3.2607 -2.8588 -0.0609
H 2.2721 -4.9196 1.0400
H 0.4088 -5.9664 2.3273
H -1.6009 -4.5829 2.8776
H -1.6750 -2.2296 2.0757
C -0.8649 -3.4087 -3.0397
C -0.5165 -2.7133 -1.8938
N -0.8692 -1.4405 -1.7221
C -1.5648 -0.8558 -2.6949
C -1.8727 -1.5623 -3.8552
N -1.5333 -2.8303 -4.0284
C -1.9974 0.5489 -2.4809
C -2.8995 1.1678 -3.3304
C -3.2750 2.4810 -3.0824
C -2.7447 3.1041 -1.9627
C -1.8789 2.4085 -1.1347
N -1.4914 1.1563 -1.4103
C -1.3467 3.0299 0.1017
C -1.9187 4.1394 0.7149
N -1.3838 4.6848 1.7989
C -0.2690 4.1311 2.2645
C 0.2843 2.9981 1.6842
N -0.2757 2.4492 0.6119
C -4.2193 3.1904 -3.9759
C -5.3778 2.5696 -4.4237
C -6.2337 3.2821 -5.2504
N -6.0005 4.5294 -5.6500
C -4.8849 5.1136 -5.2207
C -3.9694 4.4944 -4.3827
H -0.5892 -4.4484 -3.1624
H 0.0498 -3.1883 -1.1109
H -2.3968 -1.0909 -4.6752
H -3.3059 0.6524 -4.1877
H -3.0142 4.1260 -1.7370
H -2.8346 4.5850 0.3467
H 0.1890 4.5884 3.1326
H 1.1691 2.5219 2.0838
H -5.6285 1.5610 -4.1194
H -7.1521 2.8288 -5.6053
H -4.7107 6.1265 -5.5650
H -3.0703 5.0149 -4.0772
Cl -4.2838 0.3873 6.3387
C -3.0694 0.3269 5.1284
C -3.4173 0.2626 3.7869
Cl -5.0668 0.2331 3.3082
C -2.4190 0.2248 2.8184
Cl -2.8334 0.0963 1.1344
C -1.0544 0.2542 3.1306
O -0.0809 0.2543 2.2548
C -0.7308 0.2996 4.5010
Cl 0.9404 0.3129 4.9142
C -1.7137 0.3418 5.4780
Cl -1.2663 0.4144 7.1316
```

Properties
**Maximum force**: 0.84 eV/A
**LUMO level**: -4.0 eV
**Net charge**: +1
**Highest occupied orbital energy**: -0.38537 hartree
**ΔE to the lowest compared entry with this formula, charge and spin**: 61.4 kJ/mol
**Gap between HOMO and LUMO**: 0.2392 Eh


Record 4
Entry from the OMol25 dataset: C37H23AsCuF15GeN2O2S3 as an isolated structure (wB97M-V/def2-TZVPD).

Geometry as XYZ:
```
85
C37H23AsCuF15GeN2O2S3 | the OMol25 dataset | wB97M-V/def2-TZVPD
Cu -0.9021 0.0611 0.0186
C -0.4479 0.8032 4.2317
C -0.3689 0.9832 2.7286
N -0.3968 -0.0377 1.9498
N -0.3916 -1.2849 2.5617
C -1.0692 -2.1919 1.9409
S -2.1242 -1.9941 0.5780
S -0.8578 -3.8297 2.6571
C -2.6115 -4.1542 3.0515
C -3.0896 -3.2987 4.1895
C -3.6598 -2.0536 3.9291
C -4.0507 -1.2237 4.9743
C -3.8812 -1.6278 6.2923
C -3.3088 -2.8673 6.5598
C -2.9148 -3.6912 5.5151
C -0.2481 2.3606 2.1911
C 0.3353 3.3210 3.0330
C 0.4970 4.6516 2.6822
C 0.0166 5.0686 1.4336
C -0.5885 4.1721 0.5851
C -0.7232 2.7749 0.8853
O -1.2686 2.0155 0.0201
H -0.8784 -0.1633 4.4723
H 0.5573 0.8307 4.6696
H -1.0420 1.5988 4.6829
H -3.1590 -3.9404 2.1346
H -2.6699 -5.2180 3.2849
H -3.7665 -1.7273 2.8975
H -4.4762 -0.2509 4.7538
H -4.1796 -0.9765 7.1064
H -3.1580 -3.1850 7.5858
H -2.4452 -4.6478 5.7254
H 0.7111 3.0000 3.9998
H 0.9960 5.3434 3.3540
H 0.1264 6.1074 1.1318
H -0.9536 4.4835 -0.3880
C 1.6755 -2.7256 -1.8026
As 0.2639 -1.6683 -2.5694
C 0.7383 -1.3341 -4.4131
C -1.1472 -2.9752 -2.7305
O -0.2154 -0.2392 -1.9033
H 1.7170 -3.6500 -2.3846
H 1.4018 -2.9309 -0.7698
H 2.6315 -2.2091 -1.8159
H 1.0427 -2.2552 -4.9154
H 1.5415 -0.5998 -4.4529
H -0.1469 -0.9252 -4.8898
H -0.8922 -3.7069 -3.5021
H -2.0658 -2.4535 -2.9881
H -1.2949 -3.4572 -1.7691
F 4.0412 3.0333 -0.6270
C 4.9520 2.9498 0.3470
C 5.4864 1.7167 0.6891
C 6.4579 1.7361 1.6696
F 7.1235 0.6247 2.0227
C 6.8449 2.8987 2.3104
F 7.7887 2.8804 3.2607
C 6.2696 4.0966 1.9550
F 6.6439 5.2201 2.5630
C 5.3272 4.1328 0.9519
F 4.8118 5.3026 0.5778
Ge 4.5583 0.1245 -0.1328
S 2.5538 -0.1548 0.3561
C 5.1846 0.4535 -2.0225
C 6.5319 0.6001 -2.2893
F 7.4340 0.4799 -1.3024
C 7.0303 0.8518 -3.5522
F 8.3454 0.9722 -3.7728
C 6.1549 0.9751 -4.6052
F 6.6153 1.2214 -5.8278
C 4.8074 0.8403 -4.3883
F 3.9668 0.9491 -5.4181
C 4.3404 0.5844 -3.1076
F 3.0294 0.4593 -2.9808
C 5.6109 -1.5089 0.4415
C 6.1281 -2.4751 -0.3966
F 6.2197 -2.2702 -1.7254
C 6.5737 -3.7060 0.0490
F 7.0775 -4.6101 -0.8034
C 6.4997 -4.0046 1.3875
F 6.9305 -5.1846 1.8339
C 5.9823 -3.0770 2.2661
F 5.9279 -3.3708 3.5670
C 5.5387 -1.8618 1.7841
F 5.0460 -1.0132 2.6837
```

Properties
**Maximum force**: 0.51 eV/A
**LUMO level**: 3.9 eV
**Net charge**: -2
**Highest occupied orbital energy**: -0.03406 hartree
**ΔE to the lowest compared entry with this formula, charge and spin**: 21.0 kJ/mol
**Gap between HOMO and LUMO**: 0.1758 Eh


Record 5
Entry from the OMol25 dataset: C37H24F5InN2P2SSeTe as an isolated structure (wB97M-V/def2-TZVPD).

Geometry as XYZ:
```
74
C37H24F5InN2P2SSeTe | the OMol25 dataset | wB97M-V/def2-TZVPD
In -0.1416 -0.2607 -0.4163
F -1.3793 -2.2517 6.1437
C -1.3469 -2.2378 4.8143
C -0.4063 -1.4769 4.1468
F 0.4778 -0.7526 4.8310
C -0.3846 -1.4797 2.7659
F 0.5598 -0.7266 2.1640
C -1.2778 -2.2130 1.9980
S -1.2837 -2.2969 0.2396
C -2.2123 -2.9677 2.7026
F -3.1018 -3.7065 2.0397
C -2.2523 -2.9873 4.0843
F -3.1606 -3.7252 4.7179
Te 3.8293 0.3689 -3.6022
C 3.8915 -1.2575 -4.9539
C 3.7796 -2.5738 -4.5319
C 3.7691 -3.5830 -5.4824
N 3.8688 -3.3694 -6.7930
C 3.9937 -2.1049 -7.1860
C 4.0082 -1.0223 -6.3169
C 2.3064 -0.3435 -2.3652
P 0.7095 0.2353 -2.7565
C 0.5302 2.0445 -2.7980
C -0.7092 2.6005 -3.1202
C -0.9318 3.9572 -2.9586
C 0.0801 4.7731 -2.4684
C 1.3099 4.2270 -2.1365
C 1.5325 2.8655 -2.2934
C 0.1766 -0.3851 -4.3648
C 0.0895 0.4237 -5.4928
C -0.1711 -0.1451 -6.7320
C -0.3323 -1.5172 -6.8501
C -0.2405 -2.3294 -5.7264
C 0.0132 -1.7649 -4.4886
P 2.4008 -0.5114 -0.6268
C 3.6309 0.5483 0.1580
C 3.2300 1.7522 0.7349
C 4.1774 2.6238 1.2515
C 5.5243 2.2948 1.1916
C 5.9278 1.0940 0.6218
C 4.9849 0.2201 0.1046
C 2.8276 -2.2014 -0.1177
C 3.2165 -2.4693 1.1948
C 3.4019 -3.7776 1.6120
C 3.1944 -4.8278 0.7261
C 2.7949 -4.5666 -0.5757
C 2.6062 -3.2571 -0.9949
H 3.7031 -2.8159 -3.4816
H 3.6807 -4.6190 -5.1714
H 4.0732 -1.9408 -8.2555
H 4.0829 -0.0171 -6.7131
H -1.5162 1.9679 -3.4741
H -1.9031 4.3723 -3.1908
H -0.0995 5.8311 -2.3296
H 2.0979 4.8566 -1.7434
H 2.4891 2.4470 -2.0042
H 0.2422 1.4919 -5.4096
H -0.2342 0.4868 -7.6082
H -0.5252 -1.9583 -7.8194
H -0.3577 -3.4010 -5.8186
H 0.1007 -2.3991 -3.6125
H 2.1754 2.0016 0.7872
H 3.8629 3.5541 1.7060
H 6.2636 2.9754 1.5937
H 6.9786 0.8398 0.5779
H 5.2968 -0.7173 -0.3397
H 3.3765 -1.6546 1.8919
H 3.7088 -3.9792 2.6302
H 3.3397 -5.8488 1.0540
H 2.6193 -5.3832 -1.2644
H 2.2708 -3.0413 -2.0016
Se -3.2739 3.2667 0.2097
C -1.8924 2.2022 0.2912
N -0.9467 1.5012 0.3687
```

Properties
**Maximum force**: 0.60 eV/A
**LUMO level**: -0.2 eV
**Net charge**: 0
**Highest occupied orbital energy**: -0.29489 hartree
**ΔE to the lowest compared entry with this formula, charge and spin**: 55.5 kJ/mol
**Gap between HOMO and LUMO**: 0.2889 Eh